Entry 1:
{"formula": "C27H51B2BrCsF4IMgN3NaO16", "method": "ωB97M-V with the def2-TZVPD basis set", "elements": ["C", "C", "O", "C", "O", "C", "C", "C", "N", "Br", "B", "O", "N", "C", "C", "C", "I", "C", "C", "H", "H", "H", "H", "H", "H", "H", "H", "H", "H", "H", "H", "H", "H", "H", "H", "H", "H", "H", "H", "H", "H", "H", "H", "C", "O", "C", "C", "O", "C", "H", "H", "H", "H", "H", "H", "H", "H", "H", "H", "C", "C", "O", "H", "H", "H", "H", "H", "H", "B", "F", "F", "F", "F", "Cs", "C", "C", "O", "H", "H", "H", "H", "H", "Na", "C", "C", "C", "O", "C", "C", "C", "O", "O", "O", "H", "H", "Mg", "N", "O", "O", "O", "O", "C", "C", "O", "H", "H", "H", "H"], "positions_angstrom": [[6.44443, -1.65279, 1.65577], [5.42751, -1.27469, 0.39617], [4.13024, -0.94140, 1.00305], [3.85847, 0.50331, 0.99714], [4.90376, 1.31660, 1.31584], [2.42300, 1.23634, 0.70756], [1.60643, 0.69941, -0.60200], [1.22411, -0.86498, -0.66396], [0.20628, -1.41680, 0.30155], [0.86869, -1.56211, 2.09486], [-1.04792, -0.56535, 0.43815], [-1.62962, -0.02176, -0.83284], [-1.74340, -0.18944, 1.73425], [-1.45306, 1.23045, 2.16827], [-3.23859, -0.20087, 1.41688], [-0.01723, -2.85094, -0.10383], [1.44950, -4.03661, 1.09494], [-1.45602, -3.52940, 0.15514], [-1.84622, -3.79924, 1.75889], [5.73392, -2.04114, 2.52978], [7.24223, -2.45485, 1.33664], [6.90423, -0.64475, 2.04170], [5.86204, -0.46687, -0.33010], [5.33060, -2.27446, -0.24894], [1.80467, 1.20384, 1.71568], [2.66201, 2.39194, 0.52945], [2.34535, 0.89399, -1.52360], [0.72408, 1.47193, -0.79419], [2.17518, -1.57851, -0.60016], [0.78475, -1.05739, -1.75874], [-1.52434, 0.99077, -0.81158], [-2.15801, 2.04385, 1.68478], [-0.35036, 1.53419, 1.89985], [-1.59269, 1.35550, 3.34663], [-3.48955, -1.18897, 0.79915], [-3.59013, 0.69382, 0.74592], [-3.84968, -0.13737, 2.41716], [0.29255, -3.09980, -1.22857], [-2.37426, -3.06797, -0.45251], [-1.37933, -4.63998, -0.28525], [-3.01068, -4.06246, 1.73399], [-1.75487, -2.83858, 2.42064], [-1.32128, -4.75282, 2.20041], [-3.32789, 5.57136, -3.00671], [-2.01185, 5.85850, -3.46752], [-1.08062, 6.01051, -2.39274], [-0.27852, 4.72377, -2.15414], [-1.12168, 3.65184, -1.72052], [-1.49062, 2.78415, -2.78905], [-3.89734, 5.14718, -3.84176], [-3.33386, 4.85524, -2.18168], [-3.81492, 6.50202, -2.68773], [-1.59260, 6.32966, -1.47793], [-0.38424, 6.80543, -2.68042], [0.44404, 4.90586, -1.35396], [0.28173, 4.43433, -3.05172], [-0.67406, 2.08655, -2.99092], [-1.73894, 3.33249, -3.70238], [-2.37345, 2.21627, -2.47622], [7.01378, -5.14843, -3.29288], [7.06310, -3.87398, -2.47589], [6.42221, -4.07464, -1.22484], [5.97706, -5.45954, -3.45831], [7.49979, -5.00927, -4.26259], [7.51128, -5.96752, -2.76336], [6.54584, -3.06397, -2.99850], [8.09671, -3.56347, -2.29524], [6.89420, -4.79010, -0.76511], [-6.79735, 0.76164, 2.15395], [-7.79198, 1.07192, 3.16793], [-6.35676, -0.61478, 2.31225], [-7.38096, 0.93483, 0.83367], [-5.65963, 1.65470, 2.30183], [-3.49198, -5.53709, 1.97846], [-4.14343, -1.35883, -2.37743], [-4.65539, -2.60940, -3.11387], [-4.33563, -3.65430, -2.36784], [-3.05433, -1.37836, -2.24426], [-4.38518, -0.46125, -2.95851], [-4.60931, -1.24465, -1.39055], [-4.23189, -2.54007, -4.12808], [-5.72068, -2.41201, -3.31068], [8.50802, -1.66468, -2.80226], [1.48736, -0.88461, 5.78795], [1.19548, 0.18217, 6.55174], [1.99965, 0.23762, 7.84712], [1.94585, 1.16472, 8.66142], [2.90612, -0.89812, 8.16129], [3.18825, -1.97215, 7.40294], [2.46399, -1.97261, 6.05936], [2.63075, -2.82199, 5.17854], [3.96252, -2.94158, 7.67198], [0.36180, 1.11011, 6.31706], [0.97339, -1.00498, 4.84081], [3.38109, -0.80603, 9.13125], [-3.49198, 8.37499, -1.95027], [7.60799, -7.39376, -0.43460], [8.45364, -7.26171, -1.33495], [7.45305, -6.49494, 0.40854], [6.91741, -8.42462, -0.37757], [-8.64837, 8.17959, -5.31504], [-8.46776, 7.22540, -4.39131], [-6.91669, 6.83428, -4.32701], [-6.73948, 5.86200, -3.42178], [-9.00939, 6.27488, -4.53928], [-8.75280, 7.47253, -3.35265], [-6.37954, 7.78363, -4.15428], [-6.62180, 6.60964, -5.36782]], "lowdin_charge": [-0.0703, -0.2324, -0.1466, -0.2224, -0.0460, -0.1053, -0.1430, -0.1899, -0.4541, 0.8803, -0.6117, 0.0395, -0.1619, -0.0860, -0.0805, -0.6119, 0.9059, -0.2374, -0.4922, 0.1157, 0.0791, 0.0796, 0.1155, 0.1137, 0.1086, 0.1470, 0.1457, 0.1235, 0.1335, 0.1674, 0.1099, 0.1171, 0.0773, 0.1353, 0.1054, 0.1160, 0.1206, 0.1418, 0.1341, 0.1299, -0.3535, 0.0984, -0.0072, -0.1779, -0.2489, -0.2339, -0.1892, -0.2076, -0.1040, 0.1008, 0.1013, -0.1482, 0.0735, 0.1182, 0.1213, 0.1245, 0.0825, 0.0901, 0.0985, -0.0544, -0.3543, -0.0711, 0.0957, 0.0747, 0.0586, 0.0997, 0.0608, 0.0685, -1.0554, 0.0205, 0.0156, 0.0246, 0.0201, 1.5146, -0.1470, -0.6212, -0.3656, 0.0299, 0.0498, 0.0594, 0.0627, 0.0713, 0.7423, -0.0012, -0.4359, -0.3390, 0.0149, 0.0188, -0.4403, -0.3413, -0.0100, -0.0481, -0.0411, 0.0394, 0.1034, 0.4461, -0.6445, -0.0961, -0.0731, -0.0473, -0.0685, -0.3180, -0.3229, -0.0555, 0.1229, 0.1242, 0.1011, 0.1224], "homo_ev": -1.70, "e_tot_ev": -166808.091, "lumo_ev": -0.849, "homo_lumo_gap_ha": 0.031, "total_charge": -2, "largest_force_ha_per_bohr": 0.2879, "multiplicity": 1}

***

Entry 2:
{"formula": "C28H48BrN3NiP2S", "method": "ωB97M-V with the def2-TZVPD basis set", "elements": ["N", "C", "C", "C", "C", "C", "C", "Ni", "P", "C", "C", "C", "C", "C", "C", "C", "Br", "H", "H", "H", "H", "H", "H", "H", "H", "H", "H", "P", "C", "C", "H", "H", "H", "H", "H", "C", "C", "H", "H", "H", "H", "H", "C", "C", "H", "H", "H", "H", "H", "C", "C", "H", "H", "H", "H", "H", "C", "C", "H", "H", "H", "H", "H", "C", "C", "H", "H", "H", "H", "H", "C", "N", "C", "S", "N", "C", "H", "H", "H", "H", "H", "H", "H", "H"], "positions_angstrom": [[4.24542, -2.42945, -5.35849], [3.79360, -3.41418, -4.57540], [2.44336, -3.54486, -4.24478], [1.48782, -2.65469, -4.81720], [1.99136, -1.60278, -5.63365], [3.37893, -1.54535, -5.85654], [0.11079, -2.80656, -4.42357], [-2.09448, 1.26937, -0.24574], [-1.40980, 1.61658, 3.63764], [-0.96480, -1.96459, -4.69246], [-1.80088, -1.47821, -3.62643], [-2.60653, -0.30598, -3.81145], [-2.88696, 0.49763, -2.70172], [-2.33683, 0.02476, -1.50460], [-2.00756, -1.30317, -1.22944], [-1.72696, -2.08653, -2.34067], [-3.59598, 2.10221, 1.21641], [-0.03701, -3.65583, -3.75066], [-1.14873, -1.55284, -5.69214], [2.11857, -4.39933, -3.64399], [1.32824, -0.91969, -6.16632], [4.52965, -4.13122, -4.20246], [3.80537, -0.75610, -6.48267], [-2.92685, -0.03125, -4.82333], [-1.35109, -3.09398, -2.22029], [-3.48541, 1.41551, -2.70112], [-1.93672, -1.67958, -0.20746], [0.14453, 1.56001, -0.55105], [-2.60474, 0.23188, 3.97739], [-3.60126, 0.28306, 5.12623], [-1.93884, -0.62955, 4.14054], [-3.13554, 0.06396, 3.02309], [-3.87947, -0.74352, 5.39384], [-3.16633, 0.77380, 6.00233], [-4.55600, 0.76201, 4.87557], [-2.07051, 3.32523, 3.93062], [-3.47167, 3.33903, 4.50247], [-2.06748, 3.82900, 2.95080], [-1.35513, 3.81834, 4.60329], [-4.18904, 3.91982, 3.91723], [-3.89810, 2.34226, 4.54307], [-3.45327, 3.70939, 5.53265], [0.00930, 1.50780, 4.74001], [-0.41084, 1.65828, 6.19174], [0.65817, 2.34433, 4.48331], [0.62584, 0.62157, 4.57747], [0.39653, 2.09771, 6.79658], [-1.26532, 2.33896, 6.28989], [-0.71426, 0.71103, 6.65747], [1.78030, 1.63868, 0.35688], [1.85618, 2.25515, 1.75410], [2.41676, 2.24372, -0.31428], [2.20063, 0.61880, 0.36665], [2.85275, 2.71145, 1.88536], [1.10106, 3.03452, 1.91774], [1.74201, 1.50004, 2.54058], [-0.07210, 3.39024, -0.60609], [-1.21133, 3.75983, -1.53931], [0.88031, 3.84498, -0.90775], [-0.27592, 3.72031, 0.42410], [-1.16438, 4.83556, -1.74096], [-1.13565, 3.22364, -2.49528], [-2.18282, 3.53091, -1.06612], [0.73012, 1.17757, -2.26380], [2.04965, 0.40922, -2.34520], [0.81744, 2.13558, -2.79769], [-0.08101, 0.59802, -2.72856], [2.23958, 0.11338, -3.38500], [2.92347, 0.98412, -1.98491], [1.99492, -0.53048, -1.77927], [1.52375, -4.73061, 0.89846], [0.77230, -3.48048, 0.64822], [1.30207, -2.23212, 0.84285], [0.33184, -0.95874, 1.46763], [2.60776, -2.05186, 0.49132], [3.18123, -2.70987, -0.69885], [2.41786, -4.58816, 1.52729], [1.80552, -5.16488, -0.07100], [0.85006, -5.42687, 1.41483], [-0.22957, -3.52574, 0.82745], [2.98882, -1.13228, 0.76282], [3.81251, -1.99919, -1.24541], [3.80952, -3.55528, -0.38391], [2.39129, -3.07347, -1.37890]], "lowdin_charge": [0.0894, -0.1109, -0.0140, -0.2033, 0.0043, -0.1109, 0.0236, -0.0738, 1.0806, 0.0448, -0.2024, 0.0267, -0.0373, -0.2528, -0.0618, 0.0127, 0.3342, 0.1245, 0.1423, 0.1178, 0.1199, 0.1218, 0.1222, 0.1381, 0.1179, 0.1324, 0.0837, 0.9448, -0.3849, -0.1359, 0.0818, 0.0294, 0.0946, 0.0740, 0.0799, -0.3957, -0.1529, 0.0482, 0.0902, 0.0853, 0.0085, 0.0960, -0.4034, -0.1217, 0.0776, 0.0847, 0.0990, 0.0633, 0.0899, -0.4204, -0.1410, 0.0890, 0.0130, 0.0956, 0.0559, 0.0323, -0.3967, -0.1560, 0.1016, 0.0733, 0.0919, 0.0665, 0.0325, -0.3349, -0.1285, 0.0972, 0.0558, 0.0653, 0.0851, 0.0496, -0.0584, -0.0503, -0.8041, 0.6122, -0.0342, -0.0762, 0.1018, 0.0782, 0.0961, 0.1108, 0.1221, 0.0907, 0.0901, 0.0724], "homo_ev": [-13.23, -13.30], "e_tot_ev": -174765.592, "lumo_ev": [-6.573, -8.004], "homo_lumo_gap_ha": [0.245, 0.194], "total_charge": 2, "largest_force_ha_per_bohr": 0.0357, "multiplicity": 3, "s2": 2.082, "de_lowest_kj_mol": 0.0}

***

Number 2 is which compound?
C28H48BrN3NiP2S